# 1
Computed, not measured: an isolated molecule of C13H16N2O6 at a distorted geometry, with ωB97M-V/def2-TZVPD.

- Gap between HOMO and LUMO: 8.7 eV
- Relative energy (zero: lowest compared OMol25 entry of this formula, charge and spin): 135.5 kcal per mole
- HOMO: -8.2 eV

Structure (ORCA input):
```
! RIJCOSX wB97M-V def2-TZVPD def2/J DEFGRID3
* xyz 0 1
N 0.63601 1.47980 0.39956
C 0.58429 0.41894 -0.52168
C 1.31451 -0.81362 -0.23626
C 2.78863 -0.58311 -0.10236
C 3.52588 -0.26516 -1.24866
C 4.85270 0.04000 -1.16579
C 5.58852 -0.03614 0.15222
O 6.93306 0.12116 0.41006
C 4.77369 -0.13113 1.30202
C 3.42661 -0.33239 1.16520
C -0.86763 -0.16477 -0.65906
O -0.91115 -1.38645 -1.05470
N -2.01886 0.54653 -0.24440
C -3.34583 0.18796 -0.44959
C -3.82632 -0.98244 0.46947
C -5.23548 -1.12275 0.14111
O -5.73426 -0.93636 -0.90662
O -5.88510 -1.85384 1.12168
C -4.08420 1.53837 -0.07883
O -5.27422 1.66958 0.23514
O -3.12795 2.63972 -0.01449
H 0.18285 1.27024 1.46570
H 1.68855 1.76602 0.56571
H 1.05893 0.86101 -1.45949
H 0.95278 -1.31453 0.76240
H 1.20602 -1.52266 -1.16598
H 2.92118 -0.34138 -2.23100
H 5.35114 0.36447 -2.09395
H 7.63125 -0.26474 -0.43945
H 5.14401 -0.39853 2.41240
H 3.00789 -0.66641 2.11386
H -1.87195 1.68327 -0.50098
H -3.71955 -0.20829 -1.41096
H -3.77295 -0.73967 1.60846
H -3.29740 -1.95053 0.33009
H -6.87115 -1.86013 0.92082
H -3.72452 3.28793 0.40833
*
```

# 2
Computed, not measured: an isolated molecule of C13H16N2OS at a distorted geometry, with ωB97M-V/def2-TZVPD.

- Gap between HOMO and LUMO: 8.3 eV
- Relative energy (zero: lowest compared OMol25 entry of this formula, charge and spin): 118.3 kcal per mole
- HOMO: -7.7 eV

Structure (ORCA input):
```
! RIJCOSX wB97M-V def2-TZVPD def2/J DEFGRID3
* xyz 0 1
C -3.12435 1.71217 -3.19477
N -2.82953 1.20245 -1.86684
C -3.39673 1.80547 -0.71564
C -1.61331 0.42659 -1.63269
C -2.00815 -0.98836 -1.42009
S -0.43241 -2.07042 -1.72408
C 0.87622 -1.25752 -0.75622
C 2.02088 -0.88805 -1.42764
C 3.23730 -0.44067 -0.81191
C 3.16207 -0.34317 0.54016
C 2.12831 -0.82326 1.24308
C 2.13038 -0.73208 2.71239
C 3.19280 -0.91262 3.58344
C 2.67493 -0.87938 4.84060
O 1.27785 -0.60708 4.82710
C 0.96761 -0.51136 3.43742
N 1.04831 -1.31005 0.59035
H -2.16362 1.50527 -3.76226
H -3.96196 1.19563 -3.71914
H -3.34184 2.76324 -3.20813
H -2.93480 2.73039 -0.70908
H -4.38602 2.07625 -0.86121
H -3.12801 1.26908 0.23389
H -1.03310 0.80355 -0.70604
H -1.01716 0.49459 -2.53037
H -2.79190 -1.26810 -2.11003
H -2.27788 -0.96508 -0.32449
H 2.08697 -1.28401 -2.43097
H 4.17858 -0.18487 -1.28228
H 3.97687 -0.06744 1.12234
H 4.26127 -1.08326 3.32579
H 3.27109 -0.96350 5.68732
H -0.05069 -0.40439 3.05000
*
```

# 3
Computed, not measured: a structure of composition C13H16N4O2 at a distorted geometry, with ωB97M-V/def2-TZVPD.

- Gap between HOMO and LUMO: 7.7 eV
- Relative energy (zero: lowest compared OMol25 entry of this formula, charge and spin): 234.8 kcal per mole
- HOMO: -8.0 eV

Structure (ORCA input):
```
! RIJCOSX wB97M-V def2-TZVPD def2/J DEFGRID3
* xyz 0 1
C -4.44753 -2.31936 1.30514
C -3.59898 -1.41068 0.25556
C -4.38055 -0.02867 -0.03153
C -3.82164 0.76493 -1.07092
C -2.56330 1.19053 -0.65234
O -2.59858 2.28645 0.22758
N -1.56815 0.50425 -0.64910
C -0.19166 0.88649 -0.54033
N 0.62124 -0.01431 -0.91709
C 2.01558 0.02255 -0.51336
N 2.51519 1.20762 0.20219
C 3.79155 0.73747 0.11272
C 5.02961 1.05716 0.67889
C 6.24237 0.68611 0.67470
C 6.32655 -0.61526 -0.19326
C 5.16791 -1.24104 -0.52231
C 4.06131 -0.73176 -0.44326
O 2.75490 -0.97273 -0.86597
H 5.42458 -2.02811 -1.25741
H 7.27726 -1.01638 -0.04100
H 7.06122 1.03060 0.98261
H 4.79878 2.26081 1.49112
N 0.09978 2.05586 0.36529
H 1.02189 2.10664 0.74194
H -0.64660 2.73628 0.33529
H -1.49065 -0.18727 -1.37762
H -4.53673 1.44819 -1.25309
H -3.66020 0.40819 -2.00004
H -4.73789 0.39873 1.03988
H -5.50238 -0.42116 -0.29384
H -2.76578 -1.04735 0.63404
H -3.62000 -1.95385 -0.81071
H -3.89537 -3.18575 1.42206
H -5.48799 -2.72783 0.78744
H -4.69574 -1.88735 2.17673
*
```